The following is a quantum chemistry calculation of a 2-piece molecular cluster, C4H11N3O2 overall at a distorted geometry, from the Open Molecules 2025 dataset.

Each line ends with the Mulliken charge.
Positions of all 20 atoms, in Å:
H 2.06 0.01 -2.14  0.159
N 1.36 0.01 -1.54  -0.650
C 0.16 -0.21 -1.92  0.690
N -0.34 -0.07 -3.24  -0.487
N -0.91 -0.49 -1.05  -0.395
C -2.20 0.30 -1.05  -0.935
H -1.30 -0.50 -3.23  0.210
H 0.13 -0.34 -4.06  0.261
H -0.43 -0.37 -0.07  0.283
H -2.15 1.20 -1.64  0.345
H -2.39 0.54 -0.01  0.340
H -3.04 -0.21 -1.45  0.313
C 1.30 0.30 3.62  -0.935
C 0.78 -0.19 2.22  0.827
O -0.35 0.03 1.82  -0.647
O 1.74 -0.67 1.50  -0.464
H 1.32 1.40 3.43  0.242
H 2.29 -0.07 4.05  0.277
H 0.55 0.10 4.29  0.341
H 1.43 -0.77 0.47  0.224

Its strongest force on any atom is 6.72 eV Å⁻¹. For the LUMO energy, the calculation gives 0.90 eV. The SMILES is [H]/N=C(\N)NC.CC(=O)O. The spin multiplicity is 1. The energy above the lowest of the compared OMol25 structures with the same formula, charge and spin is 36.0 kcal/mol. As for the highest occupied orbital energy: -9.31 eV. For the total energy, the calculation gives -473.74543 a.u. Its molecular weight is 133.15 g mol⁻¹.